(1)
# C30H77ClN10O12P3

A 7-piece molecular cluster, C30H77ClN10O12P3 overall in a non-equilibrium geometry (ωB97M-V with the def2-TZVPD basis set, the Open Molecules 2025 dataset).

Geometry as XYZ:
```
133
C30H77ClN10O12P3, DFT ωB97M-V with the def2-TZVPD basis set
Cl 0.5193 -0.7868 -1.3863
O 0.5560 -1.7888 -2.4221
O -0.1999 0.4327 -1.7822
O -0.0996 -1.3415 -0.2004
O 1.8921 -0.4061 -1.0917
O 4.5422 -1.7884 4.7926
P 4.2327 -2.4343 3.4991
N 3.8040 -4.0428 3.6532
C 3.5884 -4.8145 2.4526
C 3.6596 -4.7086 4.9348
N 5.4289 -2.4362 2.3076
C 6.6928 -3.0580 2.6636
C 5.1678 -2.4354 0.8616
N 2.9334 -1.7736 2.6436
C 2.9933 -0.3752 2.2236
C 1.5770 -2.2558 2.8736
H 2.9145 -4.3840 1.7118
H 3.1927 -5.7929 2.7258
H 4.5059 -5.0059 1.8843
H 4.4809 -5.4067 5.1116
H 2.6950 -5.2281 4.9747
H 3.5693 -3.9331 5.6955
H 7.0186 -3.8117 1.9442
H 7.4784 -2.3504 2.9317
H 6.5687 -3.6783 3.5649
H 4.1471 -2.0724 0.7442
H 5.9138 -1.8306 0.3513
H 5.1783 -3.4498 0.4490
H 2.3788 -0.2709 1.3266
H 2.6462 0.2993 3.0154
H 4.0107 -0.0552 1.9899
H 1.4123 -3.1868 2.3206
H 0.8535 -1.5711 2.4360
H 1.3926 -2.4488 3.9334
O -4.5374 3.6102 -1.4343
P -5.1454 2.9117 -0.2798
N -6.4112 1.8854 -0.6132
C -7.5646 1.6046 0.2313
C -6.4140 1.1574 -1.8756
N -5.7215 4.0580 0.8216
C -6.9030 4.8104 0.4478
C -4.8222 4.7792 1.6992
N -4.1105 1.9352 0.6302
C -4.3271 1.6343 2.0473
C -3.0234 1.2361 -0.0219
H -8.4942 1.4624 -0.3195
H -7.6831 2.4791 0.8735
H -7.4073 0.7164 0.8538
H -6.0512 1.7289 -2.7331
H -7.3927 0.7785 -2.1665
H -5.7556 0.2799 -1.8297
H -7.6081 4.2268 -0.1375
H -7.3774 5.2238 1.3431
H -6.5855 5.6794 -0.1488
H -3.8524 4.2792 1.7206
H -4.5577 5.7234 1.2070
H -5.2151 4.8031 2.7151
H -3.8497 2.3955 2.6654
H -5.4014 1.5893 2.2355
H -3.9315 0.6472 2.2819
H -2.0027 1.3131 0.3673
H -2.8917 1.6536 -1.0248
H -3.2148 0.1684 -0.1722
O 2.4054 6.2754 1.4481
P 1.4745 5.3485 0.7673
N 1.2818 5.5414 -0.8958
C 0.5208 6.7106 -1.3405
C 2.4501 5.2501 -1.7310
N -0.0995 5.4091 1.3340
C -0.4494 6.1616 2.5420
C -1.1892 4.5795 0.8232
N 1.8917 3.7348 0.9358
C 2.4580 3.3475 2.2220
C 1.4766 2.6694 0.0649
H 0.8512 7.5997 -0.7920
H -0.5444 6.5432 -1.1880
H 0.6944 6.9172 -2.3952
H 3.1889 6.0486 -1.5974
H 2.1321 5.1273 -2.7641
H 2.9417 4.3303 -1.4152
H -1.2424 5.6596 3.0891
H 0.4044 6.3485 3.1964
H -0.7169 7.1859 2.2554
H -2.1265 5.1300 0.7640
H -0.9752 4.2497 -0.1927
H -1.3171 3.6871 1.4419
H 2.8750 2.3443 2.1281
H 3.2276 4.0210 2.5910
H 1.6445 3.2858 2.9584
H 0.7815 3.0005 -0.7092
H 0.9547 1.8888 0.6243
H 2.2888 2.2395 -0.5322
O 6.3400 -0.5135 -1.6984
C 5.5494 0.3539 -1.9297
O 5.6192 1.0721 -3.0645
C 4.4585 1.8929 -3.2006
C 3.4311 1.5063 -2.1147
C 4.3444 0.7864 -1.1045
H 4.0512 1.8090 -4.2083
H 4.7620 2.9379 -3.1055
H 2.5517 0.9807 -2.4755
H 3.0387 2.4220 -1.6707
H 3.8702 -0.1388 -0.7729
H 4.6932 1.3596 -0.2490
O -5.9159 -2.2982 -4.1639
C -4.7566 -2.3737 -3.8579
O -4.3584 -2.2676 -2.5749
C -2.9168 -2.2430 -2.4381
C -2.4179 -2.8296 -3.7725
C -3.5186 -2.5787 -4.7442
H -2.6230 -2.8166 -1.5667
H -2.6465 -1.1879 -2.3937
H -2.0907 -3.8669 -3.8241
H -1.5623 -2.1839 -3.9798
H -3.6556 -3.3177 -5.5273
H -3.3938 -1.5987 -5.2194
C -0.7491 -4.9645 -1.2549
C 0.0598 -6.0680 -0.5561
C 0.4744 -7.1427 -1.5512
O -0.6909 -7.7509 -2.1150
C -0.3581 -8.7563 -3.0372
N 1.3358 -5.4143 -0.1746
H -0.7389 -4.0214 -0.7112
H -1.8058 -5.2303 -1.3887
H -0.4290 -4.8452 -2.2914
H -0.4154 -6.5707 0.2825
H 1.0331 -7.9388 -1.0486
H 1.1004 -6.7204 -2.3435
H -1.1864 -8.8991 -3.7427
H -0.3079 -9.7209 -2.5261
H 0.4696 -8.5000 -3.7011
H 1.1034 -4.7962 0.5987
H 1.5764 -4.7809 -0.9320
```

Calculated values
2S+1: 1
LUMO energy (eV): 2.23
Total charge: -1
F_max (hartree/bohr): 0.042

=====

(2)
# C29H24Cl2NOS

A 2-piece molecular cluster, C29H24Cl2NOS overall in a non-equilibrium geometry (ωB97M-V with the def2-TZVPD basis set, the Open Molecules 2025 dataset).

Geometry as XYZ:
```
58
C29H24Cl2NOS, DFT ωB97M-V with the def2-TZVPD basis set
Cl -4.4950 2.5383 -4.1739
C -2.9805 2.0650 -3.5197
C -2.7963 0.7486 -3.0416
C -1.5620 0.3780 -2.5313
C -0.4534 1.2808 -2.5050
C 0.8084 0.7923 -2.0620
C 2.1114 1.2749 -2.4239
C 3.1008 0.3094 -2.7829
C 4.3289 0.6713 -3.3102
C 4.5912 2.0279 -3.5661
Cl 6.0571 2.4677 -4.3434
C 3.6872 3.0159 -3.1278
C 2.5007 2.6443 -2.4835
C -0.6779 2.5993 -2.9906
C -1.9354 3.0010 -3.4318
H -3.6223 0.0437 -3.0892
H -1.4090 -0.6329 -2.1538
H 0.7999 -0.2456 -1.8088
H 2.8533 -0.7460 -2.6545
H 5.0769 -0.0802 -3.5543
H 3.9236 4.0645 -3.3012
H 1.8780 3.3968 -1.9833
H 0.1431 3.3105 -3.0269
H -2.1102 4.0301 -3.7470
C 1.9081 -2.1687 -0.2194
O 0.6867 -1.4031 -0.3594
C 0.0219 -0.6959 0.6182
C 0.6717 0.4173 1.3180
C 1.4283 0.0315 2.4361
C 2.0413 0.9796 3.2548
C 1.8950 2.3408 2.9731
C 1.1841 2.7412 1.8371
C 0.5848 1.7890 1.0010
C -1.1222 -1.3947 1.0482
N -1.7618 -1.3043 2.2617
C -1.6036 -0.1626 3.1557
C -2.4962 -2.4421 2.6121
C -2.5070 -3.4022 1.5958
C -3.2079 -4.6036 1.7575
C -3.8116 -4.8694 2.9926
C -3.7275 -3.9396 4.0468
C -3.1208 -2.6952 3.8422
S -1.5596 -2.8949 0.2224
H 2.1442 -2.4946 -1.2435
H 2.7121 -1.5279 0.1728
H 1.7078 -3.0377 0.4225
H 1.5146 -1.0380 2.6515
H 2.6414 0.6392 4.1036
H 2.3624 3.0809 3.6263
H 1.1074 3.8088 1.5922
H 0.0752 2.0776 0.0785
H -2.4829 -0.0454 3.8018
H -0.7265 -0.2983 3.7983
H -1.4860 0.7447 2.5548
H -3.2666 -5.2824 0.9074
H -4.3592 -5.8051 3.1321
H -4.1536 -4.1921 5.0258
H -3.1126 -1.9086 4.5941
```

Calculated values
2S+1: 1
LUMO energy (eV): -5.57
Total charge: +1
F_max (hartree/bohr): 0.059

=====

(3)
# C3H8N2

One molecule with the formula C3H8N2 in a non-equilibrium geometry (ωB97M-V with the def2-TZVPD basis set, the Open Molecules 2025 dataset).

Geometry as XYZ:
```
13
C3H8N2, DFT ωB97M-V with the def2-TZVPD basis set
H -0.9466 0.8601 1.9962
N -1.1854 0.1253 1.3239
C -0.3476 0.1536 0.2957
C 0.6664 1.2642 0.1472
C -0.7424 -0.6371 -0.9078
N 0.4507 -1.5881 -0.3867
H 1.3563 1.2277 0.9942
H 1.2398 1.1661 -0.7783
H 0.1546 2.2288 0.1393
H -1.6873 -1.1639 -0.7796
H -0.5257 -0.1663 -1.8670
H 0.1568 -2.1537 0.4070
H 1.4104 -1.3167 -0.5839
```

Calculated values
SMILES: [H]/N=C(\C)CN
ΔE to the lowest compared entry with this formula, charge and spin (eV): 2.900
2S+1: 1
LUMO energy (eV): 0.95
F_max (hartree/bohr): 0.104

=====

(4)
# C22H25N2O8S2Sr

C22H25N2O8S2Sr as an isolated structure in a non-equilibrium geometry (ωB97M-V with the def2-TZVPD basis set, the Open Molecules 2025 dataset).

Geometry as XYZ:
```
60
C22H25N2O8S2Sr, DFT ωB97M-V with the def2-TZVPD basis set
Sr 0.2504 -1.1878 -0.7853
O 2.6298 -2.4920 -3.2646
C 2.4692 -2.2821 -2.0736
O 2.3141 -1.1267 -1.4953
C 2.4386 -3.5191 -1.1047
C 2.5138 -3.1320 0.3856
C 2.8009 -4.3467 1.2658
C 1.4334 -5.0821 1.2702
C 0.6118 -4.2048 0.3365
O 1.1005 -2.8686 0.7075
C 1.0908 -4.3866 -1.1300
C 0.0078 -3.9864 -2.1778
O -0.2350 -4.7627 -3.0842
O -0.5848 -2.8557 -1.9172
H 3.2931 -4.1295 -1.3907
H 3.1085 -2.2476 0.5798
H 3.6082 -4.9511 0.8504
H 3.0849 -4.0369 2.2701
H 1.4917 -6.1075 0.9054
H 0.9966 -5.0917 2.2678
H -0.4647 -4.2509 0.4642
H 1.3144 -5.4331 -1.3186
O -2.3293 4.1524 -1.4171
C -3.3514 3.2952 -1.2642
C -4.6492 3.8129 -1.3212
C -5.7415 2.9755 -1.1893
C -5.5702 1.6048 -0.9982
C -4.2829 1.0991 -0.9335
C -3.1620 1.9166 -1.0559
C -1.8130 1.2703 -0.9288
O -1.7604 0.0437 -0.6607
N -0.7836 2.1091 -1.0784
N 0.4703 1.4621 -0.9839
C 1.4269 2.2939 -0.9185
S 1.1746 4.0416 -0.8708
C 2.9215 4.4476 -0.9517
C 3.6823 3.3574 -0.2156
S 3.1355 1.7830 -0.8492
H -1.5034 3.5820 -1.3959
H -4.7641 4.8779 -1.4788
H -6.7401 3.3951 -1.2391
H -6.4243 0.9468 -0.9038
H -4.1013 0.0417 -0.7839
H 3.0642 5.4237 -0.4863
H 3.2487 4.4967 -1.9907
H 3.4958 3.4262 0.8579
H 4.7573 3.4203 -0.3945
C -0.0902 2.0572 2.5201
C -1.4814 1.3849 2.4720
C -1.1667 -0.1051 2.4626
O 0.1190 -0.2044 1.8412
C 0.8942 0.8961 2.3220
H 0.0912 2.5498 3.4764
H 0.0091 2.8029 1.7311
H -2.0036 1.6594 1.5590
H -2.1111 1.6664 3.3173
H -1.8746 -0.6858 1.8747
H -1.1051 -0.5211 3.4743
H 1.6654 1.0955 1.5788
H 1.3795 0.6102 3.2612
```

Calculated values
ΔE to the lowest compared entry with this formula, charge and spin (eV): 1.015
2S+1: 1
LUMO energy (eV): 2.12
Total charge: -1
F_max (hartree/bohr): 0.060

=====

(5)
# C4H10N2O

One molecule with the formula C4H10N2O in a non-equilibrium geometry (ωB97M-V with the def2-TZVPD basis set, the Open Molecules 2025 dataset).

Geometry as XYZ:
```
17
C4H10N2O, DFT ωB97M-V with the def2-TZVPD basis set
C 0.6448 -1.2259 -2.5588
N -0.0263 -0.7808 -1.5404
O -1.3181 -0.9808 -1.4084
N 0.5910 0.0301 -0.6055
C -0.2971 0.2409 0.5773
C -0.8900 1.6538 0.5936
C 0.4940 -0.1656 1.8761
H 0.0200 -1.8009 -3.1703
H 1.6844 -1.5264 -2.4790
H 1.5021 -0.3377 -0.4232
H -1.1724 -0.3198 0.4760
H -1.9216 1.5744 1.0327
H -0.1542 2.2451 1.2727
H -1.0147 2.1898 -0.3472
H 1.5774 0.0247 1.9699
H 0.2930 -1.1775 2.0779
H -0.0122 0.3564 2.6567
```

Calculated values
SMILES: C=[N+]([O-])NC(C)C
ΔE to the lowest compared entry with this formula, charge and spin (eV): 5.197
2S+1: 1
LUMO energy (eV): 0.81
F_max (hartree/bohr): 0.051

=====

(6)
# C4H8N2O2

One molecule with the formula C4H8N2O2 in a non-equilibrium geometry (ωB97M-V with the def2-TZVPD basis set, the Open Molecules 2025 dataset).

Geometry as XYZ:
```
16
C4H8N2O2, DFT ωB97M-V with the def2-TZVPD basis set
H -1.7386 -1.1547 2.2303
N -1.3376 -1.5301 1.3738
C -0.2167 -1.0579 1.0124
N 0.8396 -0.8593 1.8290
O 0.1197 -1.2618 -0.4286
C 0.5519 -0.0949 -1.0122
C 0.9801 -0.0148 -2.2743
O 0.4340 1.0639 -0.2178
C -0.8698 1.6462 -0.2446
H 0.8381 -1.3854 2.6918
H 1.7393 -0.8561 1.3647
H 1.2731 0.9360 -2.7017
H 0.9734 -0.8935 -2.9067
H -0.8328 2.5400 -0.8728
H -1.1128 1.9597 0.7737
H -1.6408 0.9630 -0.6170
```

Calculated values
SMILES: [H]/N=C(\N)OC(=C)OC
ΔE to the lowest compared entry with this formula, charge and spin (eV): 3.345
2S+1: 1
LUMO energy (eV): 0.78
F_max (hartree/bohr): 0.068

=====

(7)
# C11H32N4O5

A 5-piece molecular cluster, C11H32N4O5 overall in a non-equilibrium geometry (ωB97M-V with the def2-TZVPD basis set, the Open Molecules 2025 dataset).

Geometry as XYZ:
```
52
C11H32N4O5, DFT ωB97M-V with the def2-TZVPD basis set
C 1.0419 -0.3858 0.8907
O 1.6874 -0.5185 -0.1111
N -0.2494 -0.0769 0.9305
N 1.5722 -0.6203 2.0717
H -0.8237 -0.0209 0.1016
H -0.6256 0.1732 1.8339
H 0.8796 -0.7822 2.7888
H 2.5251 -0.9534 2.0397
C -2.9495 0.6048 -1.9572
O -2.3061 0.6952 -0.9112
N -3.5731 1.5110 -2.5788
N -3.0210 -0.5402 -2.5578
H -4.1484 1.1894 -3.3441
H -3.4806 2.4979 -2.3848
H -2.4055 -1.2572 -2.2012
H -3.5655 -0.5600 -3.4083
C 2.8158 3.1042 -2.1969
C 3.1708 1.6338 -2.7041
C 4.2296 0.9239 -1.8193
O 1.9040 0.9664 -2.6801
H 2.4146 3.7014 -3.0157
H 3.7146 3.6614 -1.9328
H 2.1689 3.0027 -1.3255
H 3.5525 1.5110 -3.7177
H 4.1499 0.9650 -0.7330
H 5.1028 1.4307 -2.2302
H 4.2307 -0.1264 -2.1108
H 1.7836 0.8646 -1.7332
C -3.6620 1.3763 4.0405
C -2.1939 1.6425 4.2051
C -1.7055 1.8271 5.6528
O -1.5056 0.5571 3.8053
H -3.9425 1.7507 3.0559
H -4.1895 2.0729 4.6922
H -4.0855 0.3851 4.2025
H -1.9949 2.4593 3.5113
H -1.8693 0.9696 6.3054
H -2.1539 2.7136 6.1012
H -0.6191 1.7910 5.7334
H -1.7619 -0.1475 4.4049
C -0.1565 -3.7176 -0.9209
C 1.2195 -3.7556 -1.5870
C 1.1283 -2.9781 -2.9316
O 2.2131 -3.0480 -0.7830
H -0.5773 -2.7124 -0.8948
H -0.1550 -4.1394 0.0842
H -0.9039 -4.2574 -1.5023
H 1.6617 -4.7368 -1.7594
H 1.9912 -3.3871 -3.4572
H 1.3487 -1.9145 -2.8401
H 0.2574 -3.1630 -3.5604
H 1.8612 -2.1827 -0.5613
```

Calculated values
ΔE to the lowest compared entry with this formula, charge and spin (eV): 0.842
2S+1: 2
LUMO energy (spin up / spin down) (eV): -2.21 / -8.63
Total charge: +1
F_max (hartree/bohr): 0.117

=====

(8)
# C32H33CaF6N4O6P2S6

C32H33CaF6N4O6P2S6 as an isolated structure in a non-equilibrium geometry (ωB97M-V with the def2-TZVPD basis set, the Open Molecules 2025 dataset).

Geometry as XYZ:
```
90
C32H33CaF6N4O6P2S6, DFT ωB97M-V with the def2-TZVPD basis set
Ca -1.5720 -0.8971 -1.0085
C -1.3107 -5.5700 2.3220
S -2.7317 -4.4764 2.4545
C -2.2174 -3.0252 1.5187
S -0.8212 -3.0997 0.4903
N -3.0366 -2.0630 1.7583
N -2.8192 -0.8702 1.0529
C -3.6592 0.0584 1.4767
C -3.6568 1.3617 0.9684
C -4.5401 2.3593 1.4798
C -4.5006 3.6252 0.9778
C -3.5766 3.9358 -0.0520
C -2.7574 2.9085 -0.4933
N -2.7644 1.6683 -0.0312
H -1.6572 -6.5566 2.6332
H -0.4842 -5.2637 2.9622
H -0.9589 -5.6146 1.2940
H -4.3622 -0.1953 2.2692
H -5.2232 2.0925 2.2771
H -5.1648 4.3871 1.3731
H -3.5101 4.9206 -0.4927
H -2.0326 3.1028 -1.2839
C 5.9655 -1.2490 -1.9144
C 4.4942 -1.1761 -1.5655
O 3.8407 -2.2553 -2.2243
P 2.2941 -2.5790 -1.8403
S 1.7330 -4.1287 -2.8631
S 1.3017 -0.8560 -1.9110
O 2.4103 -2.8742 -0.2577
C 2.5416 -4.1774 0.2909
C 3.9833 -4.6406 0.2525
H 6.5221 -0.4619 -1.4015
H 6.1128 -1.1306 -2.9881
H 6.3815 -2.2128 -1.6196
H 4.0497 -0.2315 -1.8924
H 4.3408 -1.2527 -0.4836
H 1.8852 -4.8618 -0.2530
H 2.1729 -4.0933 1.3148
H 4.3175 -4.7660 -0.7776
H 4.0876 -5.5975 0.7696
H 4.6315 -3.9113 0.7417
F -5.0950 2.3046 -2.6216
C -4.2241 1.8876 -3.5324
F -3.3208 2.8418 -3.7363
F -4.8753 1.6824 -4.6732
S -3.3824 0.3357 -2.9059
O -2.0317 0.7381 -2.5218
O -4.1728 -0.2057 -1.8350
N -3.4055 -0.5396 -4.2271
S -2.5103 -1.8531 -4.1827
O -2.1190 -2.1402 -2.8094
O -3.0431 -2.9185 -4.9665
C -1.0131 -1.3470 -5.1447
F -0.4896 -0.2152 -4.7050
F -1.3830 -1.1540 -6.4185
F -0.1185 -2.3188 -5.1047
C -2.0414 2.9833 4.4958
C -1.7496 1.6267 4.4550
C -1.0828 1.0898 3.3668
C -0.6738 1.9007 2.3080
C -0.9977 3.2521 2.3466
C -1.6716 3.7902 3.4326
P 0.0718 1.0954 0.8355
C 0.8679 2.5019 -0.0291
C 0.7551 2.5551 -1.4126
C 1.3555 3.5778 -2.1362
C 2.0719 4.5662 -1.4797
C 2.1913 4.5267 -0.0949
C 1.5942 3.5018 0.6194
C 1.5390 0.2443 1.5539
C 2.8560 0.6628 1.3862
C 3.9087 -0.0717 1.9114
C 3.6644 -1.2426 2.6135
C 2.3592 -1.6852 2.7606
C 1.3104 -0.9559 2.2240
H -2.5765 3.4017 5.3395
H -2.0638 0.9703 5.2567
H -0.9125 0.0233 3.3356
H -0.7616 3.8930 1.5081
H -1.9293 4.8421 3.4269
H 0.1970 1.7926 -1.9428
H 1.2584 3.5932 -3.2138
H 2.5364 5.3670 -2.0428
H 2.7522 5.2927 0.4270
H 1.6955 3.4708 1.6985
H 3.0794 1.5472 0.8051
H 4.9264 0.2678 1.7549
H 4.4871 -1.8194 3.0202
H 2.1453 -2.6216 3.2606
H 0.3127 -1.3712 2.2704
```

Calculated values
ΔE to the lowest compared entry with this formula, charge and spin (eV): 1.189
2S+1: 2
LUMO energy (spin up / spin down) (eV): 4.16 / 4.16
Total charge: -2
F_max (hartree/bohr): 0.043